DFT (ωB97M-V with the def2-TZVPD basis set) results for a structure of composition C28H64Cl6F3N4O16P2V.

```
! RIJCOSX wB97M-V def2-TZVPD def2/J DEFGRID3
* xyz 0 1
H 2.096 -1.162 1.169
H -0.151 1.119 -2.102
C -3.054 6.410 5.435
H 1.767 -5.233 2.616
N 5.062 4.093 1.100
H -2.515 -7.232 -0.654
H 2.504 -5.786 -3.862
O 3.319 -7.302 -2.496
O -5.708 -2.162 -2.783
H -2.903 2.476 -3.027
H -0.843 -1.269 0.916
H 2.086 -4.546 0.481
C -5.525 -2.171 -0.392
H -1.503 -5.909 -1.129
H -0.056 2.415 -3.177
H 5.143 1.276 1.928
C -2.518 -6.158 -0.825
C -0.401 3.704 3.378
C 5.763 3.267 1.896
H -3.667 0.290 -1.617
C 5.046 2.158 2.569
N 1.804 1.730 -2.428
C 2.951 -6.777 -3.788
H -1.847 -1.309 -1.244
O -2.620 6.698 2.439
C -3.511 -5.684 -1.883
O 4.132 -5.169 -1.083
H 0.394 3.997 -0.852
H -6.323 -2.070 0.348
H -0.288 9.050 0.292
H -1.974 -2.953 -0.453
H 4.673 2.640 -3.159
F 2.177 1.569 1.452
C -3.970 3.982 1.766
Cl 0.133 -3.634 3.288
C -0.282 -1.843 0.172
F 0.478 0.323 2.143
Cl -2.955 -0.061 -3.802
C 1.341 -4.929 -0.207
O -2.088 5.626 4.716
C 2.930 -3.450 3.203
O 2.916 -0.373 -0.405
H 2.679 -2.715 2.439
O -1.140 4.636 2.578
H -0.822 3.516 4.371
C 0.469 1.498 -2.920
O 2.246 3.338 -3.949
O 3.411 -7.443 -0.036
O 1.707 -5.989 -1.130
H 4.106 3.865 0.892
C -0.375 8.019 0.617
O 0.463 7.317 -1.513
H 3.955 -5.939 1.306
C -7.684 -4.092 -2.803
C 1.168 0.742 1.077
H -3.429 3.064 1.541
N -7.005 -3.618 -1.627
C 3.923 -7.026 1.225
H -8.576 -4.669 -2.549
H -4.851 -2.918 0.024
H 5.457 1.866 3.530
O 0.801 -1.153 -0.425
N 0.637 5.811 0.156
H -4.638 2.547 -3.411
H -3.605 5.785 6.131
C 2.569 2.708 -2.955
C -4.049 0.626 -2.575
O -3.632 4.422 3.078
H 6.088 5.907 1.375
H 3.859 -3.957 2.953
C -3.889 2.128 -2.743
H -0.463 2.747 2.867
O 6.970 3.411 2.100
H -5.064 -1.197 -0.525
H 2.266 -7.479 -4.259
H 1.839 -4.827 4.343
H 0.008 -2.791 0.635
H -3.230 -5.992 -2.888
C 1.773 -0.483 0.364
H 3.346 -7.430 2.056
H 2.192 1.007 -1.834
H 6.503 4.954 -0.053
H 2.047 4.291 -0.267
C 5.678 5.306 0.562
H 0.494 0.734 -3.698
H -0.858 -2.673 -1.741
P -2.373 5.437 3.158
H -7.458 -3.854 -0.764
H 4.947 -7.374 1.369
H 0.478 5.666 1.137
H 4.967 5.976 0.086
H 1.462 5.012 -1.710
H 3.906 -6.804 -4.316
Cl -5.051 -6.544 -1.549
C 1.744 -4.422 3.338
C -1.320 -2.187 -0.876
C -6.104 -2.610 -1.724
H -2.530 7.237 5.912
Cl -4.223 2.962 -1.185
H 0.589 4.079 3.630
O 3.947 -0.634 -2.876
H 0.756 -4.256 -0.831
C 1.160 4.759 -0.695
H -0.048 7.819 1.639
H -1.437 7.776 0.582
H -3.743 6.925 4.764
H -5.010 3.639 1.763
H 4.141 2.203 -1.472
H -3.968 4.757 1.002
V 3.933 -1.751 -1.798
P 3.264 -6.354 -1.244
H -7.087 -4.775 -3.412
H -8.065 -3.302 -3.452
O 2.679 -2.687 -2.099
Cl -2.881 -5.415 0.712
H -5.017 0.233 -2.867
H -3.660 -4.607 -1.886
H 3.987 2.384 2.699
Cl 3.239 -2.597 4.703
F 0.381 1.488 0.280
C 0.356 7.057 -0.327
C 3.964 2.820 -2.352
H 4.142 3.844 -2.014
H 0.572 -5.400 0.416
*
```

The total energy comes out at -7215.7617 hartree. The maximum force is 0.103 Eh/bohr. The LUMO energy comes out at -0.0978 Eh. The orbital gap comes out at 6.090 eV.